[1]
ORCA calculation (ωB97M-V/def2-TZVPD) on one molecule with the formula C27H30N2O6.

The geometry in XYZ format:
```
65
Properties=species:S:1:pos:R:3:forces:R:3:nbo_charge:R:1
C 0.773293 1.451439 4.041943 0.0 0.3 0.1 -0.26
H 1.120396 1.404477 5.072926 0.0 0.0 -0.1 0.20
O 0.945218 0.150436 3.522928 0.0 -0.3 -0.1 -0.51
C 0.757548 -0.033701 2.193167 0.0 -0.2 -0.2 0.39
C 1.163025 -1.265626 1.675940 0.0 0.1 0.3 -0.28
C 1.085391 -1.514537 0.321770 -0.1 0.2 0.0 -0.20
C 0.591085 -0.551615 -0.550406 0.1 0.0 0.1 -0.07
C 0.118523 0.641387 -0.020591 0.0 -0.3 0.0 -0.19
C 0.198729 0.906876 1.333174 0.0 0.1 0.2 -0.31
H -0.152779 1.856095 1.702126 0.0 0.1 0.1 0.23
H -0.316544 1.382195 -0.676415 0.0 0.1 -0.1 0.22
C 0.649552 -0.754503 -2.046356 -0.3 -0.2 0.3 -0.05
N 1.775861 -0.028678 -2.633348 -0.2 0.0 0.0 -0.41
C 1.446987 0.779890 -3.670188 0.5 0.2 -0.1 0.59
O 2.219368 1.398405 -4.370509 -0.1 0.1 -0.2 -0.59
C -0.066866 0.751087 -3.766245 -0.8 -0.2 0.1 0.46
O -0.769716 1.421754 -4.520582 0.3 0.0 0.0 -0.58
C -0.530397 -0.182797 -2.779196 -0.1 0.1 -0.3 -0.33
C -1.866533 -0.292586 -2.488834 0.4 0.0 -0.2 0.56
O -2.757682 0.390469 -3.194507 0.0 0.1 0.0 -0.65
H -2.272369 0.931438 -3.879906 0.1 -0.1 0.2 0.52
C -2.406457 -1.055658 -1.362144 -0.3 0.0 -0.1 -0.19
C -1.878937 -2.287232 -0.976399 -0.2 0.2 -0.1 -0.14
C -2.368960 -2.971191 0.120891 -0.2 -0.1 0.3 -0.29
C -3.399319 -2.391513 0.842189 0.1 0.5 -0.5 0.40
C -3.951311 -1.166784 0.455670 0.0 -0.3 0.2 -0.10
C -3.474612 -0.501438 -0.644121 0.2 -0.2 0.0 -0.14
H -3.893133 0.443407 -0.953293 -0.1 0.1 0.0 0.23
C -5.038419 -0.821719 1.428977 0.1 0.1 0.1 -0.45
H -5.996911 -0.668405 0.931618 0.0 0.0 0.0 0.22
H -4.796538 0.083889 1.987841 0.0 0.0 0.0 0.23
C -5.070652 -2.070810 2.339569 -0.7 0.2 0.3 0.10
C -6.369112 -2.858658 2.208397 0.5 0.0 0.1 -0.62
H -6.308488 -3.771568 2.794861 -0.1 -0.1 0.1 0.22
H -6.538167 -3.125020 1.167284 0.0 0.0 -0.1 0.21
H -7.203851 -2.262155 2.566288 -0.1 0.1 0.0 0.21
H -4.901759 -1.813658 3.391546 0.0 0.0 -0.2 0.19
O -3.972101 -2.910588 1.943593 0.3 -0.3 0.0 -0.49
H -1.966863 -3.927157 0.412794 0.1 -0.1 0.0 0.23
H -1.102263 -2.740753 -1.568933 0.2 0.0 -0.1 0.21
C 3.135502 -0.413881 -2.319347 0.4 0.2 -0.1 -0.25
H 3.536253 -1.004189 -3.153790 0.0 0.0 0.1 0.21
C 4.117333 0.760281 -2.096309 0.0 -0.1 -0.1 -0.22
N 3.964239 1.572742 -0.914001 0.0 0.0 0.1 -0.45
C 2.839022 2.488331 -0.940609 0.0 0.2 0.3 -0.25
C 2.951263 3.442482 0.248081 -0.1 0.1 -0.4 -0.07
O 2.982098 2.738183 1.471327 -0.1 0.0 0.1 -0.54
C 4.078695 1.853037 1.492521 0.2 -0.4 0.0 -0.07
C 4.004190 0.847983 0.342174 0.0 0.3 0.2 -0.25
H 4.893882 0.213960 0.353887 0.0 -0.1 0.0 0.20
H 3.112726 0.219975 0.496012 0.1 0.0 0.0 0.18
H 4.040546 1.337393 2.454127 0.1 0.0 0.0 0.19
H 5.015557 2.424623 1.417594 0.0 -0.1 0.0 0.17
H 2.083756 4.102962 0.296217 0.1 0.0 -0.1 0.19
H 3.865926 4.044763 0.147777 -0.1 0.0 0.0 0.17
H 2.867640 3.053955 -1.873423 0.0 0.0 0.0 0.21
H 1.878765 1.958386 -0.871128 0.1 0.2 -0.1 0.18
H 5.119655 0.320982 -2.056412 0.0 0.0 -0.1 0.20
H 4.064591 1.421005 -2.962713 0.1 -0.1 0.0 0.24
H 3.103951 -1.045070 -1.429427 0.0 0.0 -0.1 0.21
H 0.787979 -1.824879 -2.263376 0.0 0.1 0.1 0.20
H 1.427935 -2.465225 -0.062451 0.0 -0.1 -0.1 0.21
H 1.562751 -2.002026 2.354856 0.1 -0.1 0.1 0.22
H -0.279584 1.751285 4.031536 0.0 0.0 0.0 0.17
H 1.371089 2.178052 3.483358 0.0 0.0 0.0 0.20
```
Positions in Å, forces in eV/Å.

Computed properties:
Orbital gap in Eh: 0.2900
Relative energy (zero: lowest compared OMol25 entry of this formula, charge and spin) in eV: 0.360
Energy in eV: -43751.0276
SMILES: COc1ccc([C@H]2/C(=C(/O)c3ccc4c(c3)C[C@@H](C)O4)C(=O)C(=O)N2CCN2CCOCC2)cc1
E_HOMO in hartree: -0.302
Lowest unoccupied orbital energy in Eh: -0.0124
Total charge: 0

[2]
ORCA calculation (ωB97M-V/def2-TZVPD) on an isolated ion of composition C27H30NO and charge +1 in a non-equilibrium geometry.

The geometry in XYZ format:
```
59
Properties=species:S:1:pos:R:3:forces:R:3:nbo_charge:R:1
C 1.672889 -0.200427 -4.477511 -0.3 0.0 0.1 -0.43
N 1.133877 0.106794 -3.098244 -0.8 -1.4 1.4 -0.35
C 0.902624 -0.810456 -2.106426 0.7 1.0 -1.7 0.51
C 0.944668 -0.638062 -0.510030 2.2 -0.2 0.0 -0.24
C 1.143710 -2.081799 0.062639 -0.4 0.5 0.5 -0.43
C 1.638973 -3.275246 -0.735856 -1.0 0.2 -0.2 -0.40
C 0.696412 -3.413373 -1.944127 0.9 -0.3 0.3 -0.41
C 0.962097 -2.184203 -2.778497 0.0 -0.5 0.0 -0.50
C 0.665242 1.426544 -2.918619 0.5 1.1 0.5 0.17
C -0.497870 1.593359 -2.160572 0.5 0.0 -0.6 -0.25
C -0.884356 2.876577 -1.792770 0.8 0.1 -0.3 -0.19
C -0.126485 3.960570 -2.259024 -0.1 0.2 -0.3 -0.18
C 0.981170 3.794160 -3.108364 0.3 -0.7 0.2 -0.18
C 1.426780 2.498061 -3.408153 -0.3 0.2 0.4 -0.23
H 1.660633 0.716056 -5.051421 -0.1 0.2 0.2 0.24
H 2.711548 -0.535170 -4.446027 -0.2 -0.2 0.3 0.23
H 1.077843 -0.897772 -5.082131 0.0 0.0 0.7 0.24
H 1.903890 -0.056663 -0.260143 -0.5 -0.9 -1.9 0.28
H 1.825114 -1.919929 0.874085 0.1 -0.2 0.7 0.23
H 0.172440 -2.375393 0.478032 0.1 0.0 0.1 0.22
H 2.685273 -3.164007 -1.088383 -0.5 -0.1 0.2 0.20
H 1.553226 -4.142634 -0.064643 0.3 0.2 -0.3 0.24
H 1.001637 -4.326660 -2.474100 -0.4 0.4 -0.3 0.23
H -0.387440 -3.473974 -1.745270 0.5 -0.1 0.5 0.22
H 0.283098 -2.212091 -3.647867 0.2 0.5 0.3 0.25
H 1.977415 -2.275841 -3.203702 -0.2 0.1 0.1 0.25
H -1.027485 0.674373 -1.901123 0.0 0.6 -0.1 0.24
H -1.705616 3.026396 -1.102107 -0.1 0.1 -0.2 0.24
H -0.412047 4.971562 -1.971273 0.0 -0.2 -0.1 0.24
H 1.575418 4.633771 -3.480244 -0.4 -0.2 0.3 0.24
H 2.373906 2.290923 -3.941143 -0.7 0.4 0.3 0.23
C -5.607583 -0.384819 3.642086 0.6 -0.3 -0.3 -0.25
O -5.142484 -0.092234 2.315937 0.0 0.0 -0.4 -0.49
C -3.860674 -0.312545 1.921257 0.1 -0.2 0.0 0.33
C -3.463132 0.236806 0.692422 -1.0 0.1 0.6 -0.24
C -2.129757 0.310852 0.391402 -0.6 0.9 0.0 -0.23
C -1.130594 -0.224906 1.178410 0.2 -0.6 -0.9 -0.01
C 0.269290 0.214280 0.668025 -1.9 1.6 1.7 -0.26
C 1.170691 0.381559 1.962113 0.5 -0.6 -0.1 -0.05
C 2.542822 0.174789 1.843784 0.8 0.7 0.4 -0.19
C 3.449708 0.697091 2.782949 0.0 0.0 0.2 -0.21
C 3.037524 1.250013 3.993329 -0.7 -0.2 -0.4 -0.21
C 1.658385 1.227303 4.234876 -0.5 -0.1 -0.5 -0.19
C 0.720511 0.812443 3.253384 0.1 0.2 -0.2 -0.22
C -1.550277 -1.024733 2.270966 0.4 0.6 0.0 -0.21
C -2.894181 -1.008589 2.662192 -0.1 0.4 -0.3 -0.30
H -6.438729 0.292781 3.840020 0.2 -0.1 -0.1 0.21
H -5.938936 -1.429114 3.715284 0.0 0.2 -0.1 0.19
H -4.795578 -0.223059 4.352051 -0.2 0.1 0.2 0.18
H -4.179614 0.747120 0.054984 -0.1 -0.1 0.2 0.23
H -1.882937 1.042686 -0.374486 0.0 -0.6 0.2 0.19
H 0.129729 1.355035 0.360249 0.4 -2.5 0.2 0.26
H 2.989797 -0.394238 1.017443 -0.1 0.6 0.2 0.19
H 4.500684 0.707869 2.541667 0.2 -0.3 0.0 0.22
H 3.736171 1.651702 4.746176 -0.4 -0.3 -0.6 0.23
H 1.294830 1.598071 5.193316 -0.1 -0.2 -0.2 0.22
H -0.359048 0.808114 3.528016 1.0 0.3 -0.5 0.24
H -0.865842 -1.544787 2.958647 -0.1 0.3 -0.6 0.23
H -3.189359 -1.454936 3.596518 0.1 -0.3 0.1 0.23
```
Positions in Å, forces in eV/Å.

Computed properties:
Orbital gap in Eh: 0.2430
Relative energy (zero: lowest compared OMol25 entry of this formula, charge and spin) in eV: 2.796
Energy in eV: -32013.7205
SMILES: COc1ccc([C@@H](c2ccccc2)[C@H]2CCCC/C2=[N+](\C)c2ccccc2)cc1
E_HOMO in hartree: -0.393
Lowest unoccupied orbital energy in Eh: -0.1501
Total charge: +1

[3]
ORCA calculation (ωB97M-V/def2-TZVPD) on C27H31AsN2PRu as an isolated structure in a non-equilibrium geometry.

The geometry in XYZ format:
```
63
Properties=species:S:1:pos:R:3:forces:R:3:nbo_charge:R:1
Ru -2.862195 -16.722703 4.543966 0.5 -0.7 0.3 0.57
C -3.592024 -19.099713 5.675735 0.1 0.3 0.6 -0.23
C -2.269886 -19.525478 5.755358 -0.5 -0.1 0.7 -0.18
C -1.650744 -19.343491 4.506059 0.2 -0.4 -0.8 -0.07
C -2.596999 -18.786338 3.606833 -0.3 0.5 -0.3 -0.37
C -3.850449 -18.657809 4.338853 0.1 -0.3 -1.1 -0.28
H -4.311809 -19.108214 6.487837 0.1 -0.1 -0.2 0.27
H -1.804977 -19.951063 6.638973 0.0 0.1 -0.2 0.27
H -0.642338 -19.664966 4.253543 -0.2 0.2 0.1 0.26
H -2.472336 -18.650184 2.528090 0.0 -0.4 0.5 0.27
H -4.841322 -18.583017 3.883924 0.4 -0.2 0.3 0.26
C -2.917835 -12.704088 4.706879 -0.6 -0.7 -0.4 -0.91
As -2.962435 -14.472988 5.599808 0.2 1.9 2.0 0.97
C -1.634473 -13.948166 7.020890 -0.3 -0.9 -0.5 -0.87
C -4.599831 -14.459859 6.756178 0.1 0.2 -0.8 -0.89
H -3.160514 -11.919264 5.444061 0.2 -0.4 -0.4 0.28
H -3.685566 -12.747860 3.919225 0.2 0.4 0.2 0.21
H -1.938830 -12.542616 4.229622 -0.3 0.0 0.4 0.24
H -1.879801 -12.943054 7.405157 0.0 -0.5 -0.3 0.26
H -0.648782 -13.961862 6.548614 0.0 0.1 0.3 0.24
H -1.686168 -14.701641 7.825571 0.1 0.5 -0.3 0.24
H -4.360355 -14.073722 7.765565 -0.1 -0.2 -0.7 0.27
H -4.996206 -15.479685 6.794318 0.0 0.2 0.2 0.24
H -5.333868 -13.821650 6.234310 0.2 -0.3 0.5 0.25
C -4.506920 -17.327066 1.266308 0.6 0.0 0.3 -0.92
P -4.299444 -16.222305 2.764282 -1.7 -0.5 -1.0 1.06
C -3.977350 -14.686511 1.872929 0.5 0.4 -0.3 -0.45
C -4.988471 -14.017652 1.162765 0.0 -1.5 1.2 0.01
C -4.672929 -12.873351 0.404331 0.6 1.4 -1.1 0.01
C -3.357230 -12.421713 0.315867 0.7 -0.1 0.3 -0.22
C -2.342641 -13.127175 0.986334 0.1 2.2 -1.6 -0.06
C -2.650366 -14.236280 1.772971 -1.6 -1.2 0.8 0.06
C -6.019530 -16.022070 3.303643 -0.4 0.3 0.4 -0.41
C -6.981634 -17.035706 3.177787 0.1 -0.2 0.1 -0.20
C -8.319376 -16.789442 3.527414 0.4 -0.3 0.1 -0.17
C -8.707186 -15.551581 4.034423 0.1 0.1 -0.2 -0.17
C -7.751033 -14.540579 4.151972 0.1 0.6 0.1 -0.12
C -6.412627 -14.775365 3.817837 -0.5 -0.2 -0.1 -0.26
H -5.379833 -17.068759 0.626178 0.5 0.1 0.7 0.28
H -4.604515 -18.366468 1.595989 0.0 0.1 -0.2 0.26
H -3.583630 -17.234554 0.671626 -0.3 -0.2 0.1 0.26
H -6.029794 -14.366219 1.215844 0.5 0.1 -0.1 0.27
H -5.460853 -12.357815 -0.148689 0.2 -0.1 0.2 0.27
H -3.118664 -11.520430 -0.249761 -0.1 -0.3 0.1 0.29
H -1.296321 -12.804758 0.903402 -0.5 0.0 0.0 0.27
H -1.869115 -14.716818 2.351915 0.0 -0.1 -0.1 0.22
H -6.672796 -18.042916 2.848522 -0.4 0.6 0.0 0.23
H -9.045194 -17.591000 3.421547 0.1 0.1 0.0 0.26
H -9.751975 -15.369291 4.312382 0.5 -0.1 -0.2 0.26
H -8.052841 -13.533068 4.483757 0.2 -0.7 -0.1 0.24
H -5.670837 -13.985881 3.913691 -0.2 0.1 0.0 0.20
N 3.702923 -17.468070 7.999342 -1.0 0.1 -0.5 -0.11
C 2.669423 -17.319132 7.500717 1.4 -0.2 0.6 0.18
C 1.398360 -17.134415 6.887327 -0.6 -0.2 0.2 -0.04
C 0.232585 -17.263303 7.670287 0.5 -0.1 0.3 -0.18
C -0.990523 -17.096790 7.062162 0.1 0.3 -1.8 0.05
N -1.069190 -16.808896 5.708381 1.2 -0.1 0.8 -0.52
C 0.076209 -16.674451 4.961613 -1.1 -0.3 1.0 0.04
C 1.320984 -16.863393 5.520738 0.5 0.4 -0.1 -0.20
H 0.320631 -17.505440 8.744577 -0.1 0.2 -0.7 0.29
H -1.935935 -17.195147 7.603640 0.4 0.0 -0.3 0.24
H -0.027760 -16.446492 3.895439 -0.1 -0.1 0.4 0.22
H 2.238831 -16.753380 4.921927 -0.6 -0.1 0.3 0.28
```
Positions in Å, forces in eV/Å.

Computed properties:
Orbital gap (spin up / spin down) in Eh: 0.2906 / 0.1428
Multiplicity: 5
Relative energy (zero: lowest compared OMol25 entry of this formula, charge and spin) in eV: 0.000
Energy in eV: -104160.2943
E_HOMO (spin up / spin down) in hartree: -0.636 / -0.648
Lowest unoccupied orbital energy (spin up / spin down) in Eh: -0.3450 / -0.5051
Total charge: +3

[4]
ORCA calculation (ωB97M-V/def2-TZVPD) on C27H31BN14O4V as an isolated structure in a non-equilibrium geometry.

The geometry in XYZ format:
```
78
Properties=species:S:1:pos:R:3:forces:R:3:lowdin_spin:R:1
V 0.245577 0.450674 0.150768 0.9 -0.6 0.2 1.03
C 2.156126 2.764142 -1.903907 0.0 0.0 0.2 0.00
C 1.534933 3.142211 -0.600703 0.0 0.2 0.2 0.01
C 1.568953 4.386088 0.018382 0.1 0.0 0.0 0.00
C 0.787326 4.274318 1.157610 0.1 0.1 0.0 0.01
N 0.301803 3.033783 1.230713 -0.1 -0.1 -0.3 0.00
N 0.769444 2.323628 0.160132 0.2 0.3 0.0 -0.01
B -0.892050 2.503108 2.108787 0.0 0.4 0.1 0.00
N -1.987281 2.055675 1.101600 0.0 -0.1 -0.2 0.00
C -3.261801 2.417583 0.925559 -0.1 0.0 0.0 0.02
C -3.735707 1.843312 -0.236140 -0.1 -0.1 0.0 0.00
C -2.678132 1.099517 -0.756905 0.0 0.1 0.2 0.01
C -2.678732 0.349552 -2.052269 0.0 0.2 0.1 0.00
N -1.620392 1.214711 0.085261 -0.7 0.0 -0.2 0.00
N -0.417273 1.221080 2.825148 0.1 -0.3 0.3 0.00
C -0.504101 0.840153 4.094813 0.0 -0.1 0.0 -0.01
C 0.036886 -0.437417 4.227442 -0.1 0.0 0.0 0.00
C 0.454294 -0.816346 2.968564 0.1 0.2 0.2 0.00
C 1.145329 -2.076893 2.590286 -0.1 0.1 -0.1 0.00
N 0.168413 0.202589 2.098708 -0.1 0.0 -0.3 -0.02
N -1.327394 3.589459 3.032952 -0.1 -0.2 -0.2 0.00
C -2.015998 4.732921 2.730752 0.0 0.0 0.0 0.00
C -1.851735 5.597037 3.769416 0.0 0.2 0.2 0.00
C -1.010631 4.919644 4.694636 -0.1 0.1 -0.1 0.00
C -0.491187 5.430408 5.997724 0.0 0.1 -0.1 0.00
N -0.688048 3.727598 4.234836 0.0 0.0 0.0 0.00
H 2.215201 3.648909 -2.533064 0.0 0.0 0.0 0.00
H 3.173125 2.392953 -1.768478 0.0 0.0 0.0 0.00
H 1.568749 2.015943 -2.431461 0.0 0.0 -0.1 0.00
H 2.095369 5.261481 -0.328763 -0.1 -0.1 0.0 0.00
H 0.548075 5.009307 1.913500 0.0 -0.1 0.0 0.00
H -3.767261 3.047193 1.641998 0.1 -0.1 -0.1 0.00
H -4.722668 1.944127 -0.660416 0.1 0.0 0.0 0.00
H -3.533777 -0.325968 -2.102562 0.0 0.0 0.0 0.00
H -2.797679 1.058901 -2.872806 0.0 0.0 0.0 0.00
H -1.762873 -0.201615 -2.225830 0.1 -0.1 -0.1 0.00
H -0.910541 1.511186 4.834822 0.0 0.0 -0.1 0.00
H 0.122076 -1.017953 5.132223 0.0 0.1 0.0 0.00
H 1.710967 -2.440155 3.445871 0.0 0.0 0.0 0.00
H 0.416947 -2.839012 2.316250 0.0 0.0 -0.1 0.00
H 1.819294 -1.934087 1.747740 0.0 -0.1 -0.1 0.00
H -2.552673 4.859483 1.801698 0.1 0.0 0.1 0.00
H -2.287358 6.578099 3.885100 0.1 -0.1 -0.1 0.00
H -1.257897 5.995098 6.524771 0.0 -0.1 0.0 0.00
H -0.137503 4.616818 6.626035 0.0 0.0 0.0 0.00
H 0.340703 6.115065 5.824663 0.0 0.0 0.0 0.00
O 1.591515 -0.853018 -3.246179 -0.6 0.0 -0.1 0.00
C 1.552724 -0.558035 -2.104904 1.4 -0.3 -0.1 0.00
O 0.412537 -0.344642 -1.381595 -0.7 0.5 0.3 -0.04
C 2.753582 -0.321377 -1.246256 -0.1 0.0 0.5 0.00
C 4.027523 -0.547488 -1.757338 -0.1 -0.1 0.0 0.00
C 5.081565 -0.394391 -0.902020 0.2 0.0 0.0 0.00
C 4.863582 0.017036 0.428100 -0.2 0.0 -0.1 0.00
C 5.926037 0.160638 1.349569 0.1 0.0 0.0 0.00
C 5.687710 0.577723 2.623856 0.1 0.0 0.1 0.00
C 4.376695 0.917729 3.022641 0.0 0.0 0.0 0.00
C 3.328269 0.802005 2.155188 -0.2 0.0 0.0 0.00
C 3.536487 0.306936 0.849073 0.0 0.1 -0.1 0.00
N 2.491052 0.112018 -0.018929 -0.6 -0.4 -0.3 -0.01
H 4.134408 -0.862830 -2.785125 0.0 0.0 0.0 0.00
H 6.092996 -0.592125 -1.238414 0.0 0.0 0.0 0.00
H 6.934194 -0.054978 1.017345 0.0 -0.1 0.0 0.00
H 6.502438 0.667435 3.330820 0.0 0.0 0.0 0.00
H 4.204718 1.276550 4.030347 0.0 0.0 -0.1 0.00
H 2.333691 1.094831 2.453668 0.0 0.0 0.1 0.00
N -1.725318 -1.783100 0.329956 0.5 -0.1 -0.1 0.00
N -1.763077 -3.181834 0.243178 0.0 0.0 0.1 0.00
C -0.715809 -3.953250 -0.172370 0.7 0.0 -0.1 0.00
N -1.003280 -5.241567 -0.324393 0.1 -0.1 0.0 0.00
N 0.450788 -3.341241 -0.336623 -0.3 0.2 0.3 0.00
N 1.583749 -4.064436 -0.648146 0.3 -0.3 -0.9 0.00
O 1.568813 -5.231182 -1.043072 -0.7 0.4 0.6 0.00
O 2.617158 -3.417534 -0.605053 -0.3 0.2 0.3 0.00
H -2.292319 -1.518411 1.122877 0.0 0.1 0.1 0.00
H -2.128890 -1.394148 -0.511299 -0.2 0.0 -0.1 0.00
H -2.673745 -3.596320 0.162925 -0.2 -0.1 -0.1 0.00
H -1.920098 -5.610945 -0.135295 0.1 0.0 0.0 0.00
H -0.266596 -5.847756 -0.643186 0.2 -0.2 -0.1 0.00
```
Positions in Å, forces in eV/Å.

Computed properties:
Orbital gap (spin up / spin down) in Eh: 0.2126 / 0.2386
Multiplicity: 2
Relative energy (zero: lowest compared OMol25 entry of this formula, charge and spin) in eV: 0.564
Energy in eV: -83905.1663
E_HOMO (spin up / spin down) in hartree: -0.522 / -0.522
Lowest unoccupied orbital energy (spin up / spin down) in Eh: -0.3089 / -0.2830
Total charge: +2